[1]
2 unconnected molecules or ions with the total composition C8H13INO at a distorted geometry. Source: the Open Molecules 2025 dataset; level of theory: wB97M-V/def2-TZVPD.

LUMO (alpha / beta) ... 2.95 / 2.14 eV
Charge ... -1
2S+1 ... 3
Kohn-Sham gap (alpha / beta) ... 6.59 / 5.85 eV
Highest occupied orbital energy (alpha / beta) ... -3.64 / -3.71 eV

XYZ file:
```
24
Properties=species:S:1:pos:R:3:forces:R:3
C -0.820 -0.458 0.385 -1.2657 -3.7149 -2.6356
C -0.434 0.522 1.170 1.3816 2.2159 0.4757
C 0.069 -0.703 -0.798 -1.8354 0.7886 -1.2751
C 0.697 1.174 0.613 0.8258 -0.4748 -0.9488
C -1.004 0.741 2.523 -1.0102 -0.0862 0.4465
C 0.738 -2.025 -0.679 1.1788 -1.2760 -1.0024
C -0.755 -0.457 -2.176 5.7480 -0.8789 -0.9798
C 1.340 2.503 0.880 0.7657 -0.1919 0.8338
N 1.047 0.340 -0.758 -1.7536 2.6006 3.5425
O 2.092 0.363 -1.421 1.0852 0.4098 -0.0561
I -2.959 -3.472 -1.858 -0.0913 -0.1338 0.1269
H -1.604 -1.272 0.432 0.6068 1.3223 0.6139
H -1.353 1.757 2.790 -0.3325 -0.3717 -0.7428
H -0.127 0.694 3.172 -0.4015 -0.9250 0.6145
H -1.862 -0.047 2.632 1.8097 1.5148 0.4972
H 1.731 -1.900 -1.261 -1.8115 -1.0215 0.4713
H -0.040 -2.732 -1.002 0.8070 -0.3480 -0.6866
H 0.997 -2.417 0.320 -0.0845 0.9361 0.0188
H 0.143 -0.385 -3.030 -2.0795 0.0524 2.0798
H -1.206 0.492 -2.152 -1.0345 0.9165 0.0717
H -1.260 -1.314 -2.510 -1.4520 -0.7648 0.0253
H 1.750 2.701 1.994 -1.0653 -0.5647 -2.4834
H 0.645 3.297 0.569 0.0431 0.0869 0.4922
H 2.175 2.598 0.164 -0.0341 -0.0919 0.5006
```
Forces are in eV/Å.

=====

[2]
A molecular structure, C8H13N at a distorted geometry. Source: the Open Molecules 2025 dataset; level of theory: wB97M-V/def2-TZVPD.

LUMO ... 1.10 eV
Kohn-Sham gap ... 9.86 eV
Energy relative to the best compared isomer or geometry (same formula, charge and spin) ... 63.9 kcal per mole
Highest occupied orbital energy ... -8.76 eV

XYZ file:
```
22
Properties=species:S:1:pos:R:3:forces:R:3
C 0.971 -0.655 1.805 -0.2167 -0.2824 -0.0109
C 1.001 -0.929 0.315 0.4866 -1.2364 1.0592
C 1.365 0.167 -0.690 -0.7903 -0.6499 -0.5192
C 0.577 -0.800 -1.614 0.9999 -0.5047 -1.0927
C -0.920 0.239 -0.222 0.6088 0.8429 -0.2662
C -1.945 0.208 0.829 -0.4885 -0.7731 0.4339
C -0.899 1.333 -1.285 0.3209 -0.2780 0.1980
C 0.265 1.148 -0.314 0.2113 1.8909 -0.1377
H 1.985 -0.708 2.166 0.4510 -0.3006 0.2819
H 0.345 -1.397 2.317 0.3207 0.0722 -0.0301
H 0.629 0.328 2.103 -0.3226 0.2244 -0.2346
H 1.610 -1.867 0.124 -0.7835 0.9173 0.3375
H 2.396 0.450 -0.911 -0.2544 0.2548 0.1333
H 1.211 -1.693 -1.800 -0.5821 0.4391 -0.1219
H 0.151 -0.460 -2.572 0.0168 -0.2361 0.6130
H -1.559 -0.475 1.615 -0.5130 0.7931 -0.0431
H -2.831 -0.303 0.409 0.1286 0.4254 0.2931
H -2.182 1.222 1.163 -0.1114 -0.3347 0.2759
H -1.512 2.200 -1.064 -0.1480 -0.1928 0.0610
H -0.819 1.131 -2.351 0.0608 0.0957 0.3387
H 0.482 1.937 0.423 -0.1966 -0.4054 -0.4433
N -0.323 -1.076 -0.446 0.8017 -0.7616 -1.1258
```
Forces are in eV/Å.